Entry 1:
Computed, not measured: a structure of composition C32H53BN6O6STi, with wB97M-V/def2-TZVPD.

Last column: Mulliken charge in e.
Cartesian coordinates (Å):
H -3.820 -5.085 -2.094  0.50
C 3.893 -0.058 -0.497  -1.09
C -1.105 -0.083 3.852  -1.19
C -0.174 -4.365 -0.850  -1.15
C -2.301 -3.544 -1.965  2.51
N 0.015 -0.922 2.146  0.67
O 0.678 1.676 1.145  -0.94
H 2.869 3.662 4.141  0.41
O -4.019 0.974 -2.168  -0.54
N -0.999 -0.154 1.627  0.47
H 0.523 3.632 3.302  -0.07
H 2.349 2.581 -3.766  0.55
H -2.053 2.577 4.142  0.36
H -0.260 3.216 -3.735  0.45
H -2.008 -0.365 -4.052  -0.02
N -0.667 -2.206 -0.452  0.21
O -1.805 3.870 -1.354  -0.67
H -1.631 3.110 2.508  -0.02
C -1.670 0.367 2.658  -0.12
H 3.186 2.806 -2.227  0.39
H 1.771 -4.641 1.771  0.22
H 0.620 -1.451 5.420  0.45
O -1.034 1.363 -3.720  -0.24
H 2.096 -1.131 -3.608  0.36
H -2.996 1.087 -4.371  0.52
H 3.882 2.396 1.935  0.53
H 2.828 -4.017 0.505  0.18
H 0.789 -2.726 4.209  0.26
H -0.214 -5.370 -1.232  0.56
C 4.177 0.568 -3.343  -2.25
H 3.366 4.631 2.762  0.35
C 1.071 4.267 1.323  -0.87
C 4.132 -1.174 1.832  -1.47
H 2.470 1.704 2.766  -0.01
C -3.395 -2.484 -1.857  -1.51
H -1.432 0.129 4.856  0.55
C 1.793 -0.083 -3.570  -1.40
H -4.295 -0.245 3.029  0.39
H -3.254 -1.711 -2.607  0.11
H 4.930 0.135 -0.711  0.53
C -2.935 -4.870 -1.494  -1.84
H 1.041 5.318 3.225  0.53
C -1.161 2.958 -1.821  0.37
H -3.646 0.547 0.709  -0.05
H 1.767 0.308 -4.589  0.44
C -2.423 2.675 3.120  -1.57
H 1.474 2.401 -2.227  -0.32
C 2.666 3.859 3.089  -0.84
C -4.001 0.743 3.389  -1.92
C 2.792 0.195 -1.318  0.03
C 2.419 2.220 -2.737  -1.20
H -4.180 2.191 1.135  0.46
H -3.235 -4.802 -0.447  0.40
H 1.650 5.046 0.821  0.50
H 4.021 -2.253 1.945  0.27
N 0.415 -2.597 0.288  0.06
C -3.328 1.506 1.126  -1.33
H 1.915 -1.373 4.222  0.20
O -2.123 0.194 -1.356  0.85
C 0.740 -3.877 0.049  0.29
H -2.761 -3.865 -4.062  0.45
N 1.680 -0.219 -0.695  1.09
H -2.031 3.199 -3.773  0.38
C -1.149 2.724 -3.337  -0.93
C -2.788 0.552 -2.311  -0.03
C -1.060 -3.310 -1.116  -0.42
Ti -0.385 0.381 -0.349  -0.14
C 2.862 2.590 2.260  -0.53
C 2.781 0.733 -2.730  2.06
B 1.076 -1.676 1.296  -0.97
H 5.190 -0.948 1.719  0.48
C -2.234 0.650 -3.720  -0.69
C -1.885 -3.687 -3.434  -1.68
C 1.233 4.319 2.837  -0.20
H 0.051 4.286 0.938  0.27
C 3.387 -0.666 0.645  0.59
C 1.899 -4.559 0.691  -1.33
C -0.046 -0.889 3.490  0.49
H 4.924 1.160 -2.811  0.39
H 4.163 0.911 -4.378  0.46
H -4.273 0.928 -1.229  0.42
O -0.393 2.168 -1.118  0.63
H -2.252 -5.711 -1.594  0.31
H 2.009 -5.562 0.284  0.46
C -2.846 1.312 2.555  2.52
H 1.739 -2.300 2.061  -0.15
H 3.782 -0.708 2.755  0.15
H 0.778 -0.031 -3.177  -0.09
C 0.874 -1.653 4.381  -1.41
H -3.454 -2.035 -0.866  0.22
N 2.062 -0.777 0.494  0.89
H -3.271 3.362 3.128  0.52
H -3.725 0.649 4.440  0.38
H 4.494 -0.477 -3.338  0.42
H -1.192 -4.517 -3.577  0.39
S 1.765 2.686 0.810  0.72
H -1.387 -2.779 -3.787  0.21
H -4.358 -2.942 -2.087  0.53
H -2.572 1.969 0.489  0.36
H -4.867 1.405 3.330  0.45

Cartesian forces (eV/Å) of the 6 atoms listed first:
0.009 0.006 -0.009
-0.080 0.056 0.062
0.001 -0.010 -0.015
0.033 -0.054 0.042
-0.008 -0.116 0.000
-0.027 0.152 -0.059

Values from the calculation:
HOMO-LUMO gap (alpha / beta): 0.29884 / 0.31189 Ha
LUMO (alpha / beta): -2.989 / -2.669 eV
Net charge: +1
Energy above the lowest of the compared OMol25 structures with the same formula, charge and spin: 54.90 kJ/mol
Spin multiplicity: 2
E_tot: -3303.68395 hartree
Largest force on an atom: 1.1 eV Å⁻¹

Entry 2:
Computed, not measured: a structure of composition C32H53BrGeN9O10Si3Sn, with wB97M-V/def2-TZVPD.

Last column: Mulliken charge in e.
Cartesian coordinates (Å):
C -2.962 -2.875 -2.797  -1.64
H -0.047 1.607 -3.302  -0.47
H -3.305 -2.670 -3.819  0.41
H -1.344 -3.642 4.792  0.46
C 5.734 0.243 -1.217  -1.10
H -3.235 -0.022 -1.326  0.05
H 1.698 -4.770 2.495  0.29
C -0.715 -3.972 3.972  -1.44
C 3.724 2.678 -3.494  -1.36
H -5.174 -1.397 0.798  0.57
N -0.952 2.125 -0.394  0.04
H 0.297 -5.089 1.457  0.30
C 3.048 -0.801 4.658  0.32
H 4.805 -1.349 5.766  0.40
H -2.045 0.359 -2.551  -1.41
C -5.589 1.608 2.292  -0.44
C -1.427 3.030 -0.939  0.09
C 2.599 1.388 4.298  0.16
H -8.723 0.963 1.166  0.59
O 0.869 2.080 2.822  -0.50
H 3.081 3.749 -0.737  0.36
H -2.705 2.223 -2.979  0.16
H 5.696 -1.692 1.138  0.43
H 1.229 -2.143 -5.143  0.41
N -7.607 3.027 2.425  1.05
H 1.050 1.980 -4.642  0.37
H 1.467 3.188 -0.299  0.02
H 4.508 -2.516 0.092  0.09
N 2.262 0.104 4.125  0.22
H -2.112 -0.642 4.176  0.40
H 3.990 -1.848 1.634  -0.12
H -3.737 5.519 -3.609  0.22
H 0.381 3.298 -3.653  0.37
H 3.570 3.698 -3.880  0.38
H 5.397 1.057 6.171  0.38
N -1.884 4.157 -1.470  -0.65
H -1.346 -1.639 -0.218  -0.34
O -8.986 -1.166 0.088  -0.65
O -7.226 -2.361 -0.088  -0.62
O -2.990 0.631 3.149  -0.99
O 1.662 -2.071 0.298  -0.79
H -3.644 -0.300 -3.046  0.51
H 0.090 -1.692 -3.855  0.00
H -1.250 -4.729 3.394  0.25
N 0.884 -1.951 1.280  0.92
H 3.978 -1.977 -4.983  0.34
C 3.714 1.769 5.033  -0.73
C -7.674 0.820 1.367  -0.30
Si 2.455 -1.606 -2.999  0.08
C 1.103 -4.375 1.663  -1.51
H 5.494 0.930 -2.033  0.12
H 1.022 -0.439 -4.686  0.10
O -6.938 3.889 2.936  -0.62
H 4.644 2.686 -2.899  0.26
H 0.194 -4.425 4.371  0.26
C 4.658 -1.676 0.781  -0.67
H 2.488 -4.118 -3.309  0.45
Si 2.244 2.095 -2.415  0.39
C 4.040 -1.415 -4.040  -1.03
O 1.929 3.635 4.053  -0.77
Si 4.215 -0.050 -0.090  0.71
C -5.671 -0.510 1.167  -0.40
C -4.955 0.463 1.847  0.11
H -2.753 6.192 -2.396  0.28
C -6.936 1.783 2.022  -0.18
C 0.767 2.268 -3.623  -0.57
C -2.844 -0.350 -2.299  1.03
H 1.548 -3.628 -1.875  0.02
H 3.306 -3.624 -1.805  0.22
H 3.886 2.012 -4.349  0.29
O -2.854 -0.173 1.047  -0.60
H -3.866 -3.140 -2.214  0.26
H 5.244 1.204 1.839  0.41
H -0.291 -1.182 -1.490  -0.96
N -2.909 5.442 -3.047  -0.48
H 3.910 2.826 5.146  0.49
C -7.026 -0.326 0.958  -0.08
H 6.057 -0.702 -1.671  0.30
C -2.579 4.207 -2.556  0.58
C 4.200 -0.540 5.383  -0.80
C 1.070 -1.463 -4.295  -0.76
C 2.451 -3.423 -2.460  -0.93
H 4.208 -0.360 -4.281  0.13
Sn -0.349 0.404 1.729  2.13
H -0.707 -2.906 -1.273  0.45
C 4.332 1.293 1.234  -0.44
Br 2.547 -2.633 4.444  -0.12
N -7.804 -1.365 0.265  1.09
H 4.313 2.295 0.788  0.27
H 1.658 4.406 -1.574  0.45
N -0.824 -1.633 3.288  0.62
C 0.562 -3.008 1.974  -0.25
H -2.323 -3.761 -2.815  0.37
N -2.988 3.145 -3.270  -0.35
O -1.687 -1.494 4.379  -0.64
H 4.918 -1.767 -3.489  0.25
C 4.525 0.793 5.582  -0.34
C -1.105 -1.889 -1.261  0.67
C -2.251 -1.711 -2.194  -0.07
C 2.094 3.494 -1.140  -0.98
H 3.470 1.228 1.903  -0.51
H -3.421 3.251 -4.166  0.19
H 1.741 -4.289 0.786  0.19
H 6.585 0.657 -0.656  0.34
C 1.719 2.480 3.671  0.22
C -3.460 0.290 2.038  0.42
O -8.797 3.123 2.220  -0.64
C -0.361 -2.806 3.092  0.01
H -5.039 2.374 2.825  0.60
Ge 2.093 -0.068 -1.209  0.96

Cartesian forces (eV/Å) of the 6 atoms listed first:
-0.085 0.072 0.222
0.038 0.062 -0.050
0.031 0.006 0.044
0.016 -0.053 0.026
0.068 0.047 -0.070
-0.039 0.046 -0.018

Values from the calculation:
HOMO-LUMO gap (alpha / beta): 0.11010 / 0.11103 Ha
LUMO (alpha / beta): 2.566 / 2.565 eV
Net charge: -2
Spin multiplicity: 2
E_tot: -8229.96292 hartree
Largest force on an atom: 1.1 eV Å⁻¹

Entry 3:
Computed, not measured: a structure of composition C32H53CoN4O8P2S, with wB97M-V/def2-TZVPD.

Last column: Mulliken charge in e.
Cartesian coordinates (Å):
H 2.148 -3.825 -2.817  0.30
H -1.460 -4.959 -3.919  0.33
C -5.115 2.359 -1.513  -0.77
C -4.758 1.802 -3.825  -0.51
H 3.626 3.606 -1.304  0.34
H -1.690 2.671 3.260  0.29
H 0.260 3.130 0.432  0.35
C -0.853 2.590 3.960  -1.29
H -2.517 -5.544 -2.623  0.41
O 1.343 0.744 -0.479  0.75
C 2.536 3.602 -1.353  -1.06
H -3.007 -3.221 4.399  0.46
H -0.764 -5.521 -2.389  0.35
C 2.060 2.865 -2.586  0.51
Co -0.525 0.693 0.237  0.07
C -3.550 1.202 -3.498  -1.01
H 2.532 3.303 3.933  0.37
O 1.052 -2.570 -0.547  0.15
C 0.783 -2.177 3.257  -1.40
H 1.248 4.941 2.515  0.35
H -5.095 1.813 -4.854  0.41
H 2.530 3.290 -3.469  0.33
H 4.708 1.201 -1.022  0.05
N -2.377 0.680 0.812  0.85
H 1.386 3.469 5.278  0.42
C 1.706 -3.878 -0.692  0.91
C -2.841 -2.789 -2.913  -1.21
H 3.382 -3.068 -1.774  0.05
C -0.428 -2.610 3.717  -0.96
H 2.152 3.140 -0.439  0.05
O -4.602 1.749 1.283  -0.81
N -0.086 2.439 1.089  -0.05
H 1.728 1.872 4.605  0.35
H -0.750 1.539 4.250  0.20
C -1.603 -4.989 -2.837  -1.48
C 0.809 -1.147 2.301  -0.23
C 5.814 -0.628 -0.934  -1.55
C -1.624 -2.029 3.237  0.99
H 2.748 -5.167 0.661  0.50
H 1.750 -0.785 1.897  0.40
P 2.153 0.316 -1.651  -0.92
H -2.195 0.677 -1.924  0.27
H 3.401 0.849 1.084  -0.07
C -3.902 1.755 -1.195  0.37
H -4.991 -2.116 3.436  0.43
H 0.913 -4.608 -0.855  -0.19
H 0.142 5.178 3.877  0.50
H -0.489 -3.404 4.452  0.46
H 1.710 -2.607 3.610  0.63
C 0.557 2.870 -2.780  -1.17
H 5.704 -1.640 -0.536  0.29
O -2.692 3.133 0.576  -0.83
C 1.597 2.930 4.353  -1.71
H 0.042 2.376 -1.953  -0.02
C -3.883 -0.781 2.172  -0.56
C 2.669 -3.891 -1.860  -1.06
H 0.642 -0.341 -3.371  0.48
S -3.406 1.874 0.502  1.48
H -1.849 -3.619 -1.203  0.21
H 0.873 1.350 2.418  -0.18
C 0.326 4.583 2.981  -1.71
N 0.856 2.331 2.163  -0.14
H 5.963 -0.688 -2.012  0.39
H 3.223 -4.831 -1.853  0.53
H -6.484 2.842 -3.086  0.40
N -0.279 -0.574 1.847  1.87
C -1.504 -0.994 2.288  -0.62
H 3.232 -3.464 0.764  0.21
O -0.822 -0.954 -0.969  0.09
H -0.508 4.762 2.298  0.23
H 2.198 4.638 -1.397  0.49
P 0.171 -1.847 -1.622  -0.80
H -1.003 2.767 1.384  0.33
H 1.683 -3.994 1.453  0.25
H 1.983 -1.505 -3.201  0.51
H -3.792 -3.296 -2.742  0.46
C -3.116 1.175 -2.178  0.08
C -2.909 -2.433 3.663  -0.96
H -2.903 -1.794 -2.478  0.03
C -1.725 -3.590 -2.288  0.85
C -5.539 2.378 -2.833  -0.71
O -0.428 -2.925 -2.579  -0.19
H -2.682 -2.703 -3.990  0.31
H 6.700 -0.175 -0.487  0.47
H -2.948 0.741 -4.273  0.48
H -1.125 3.160 4.851  0.55
C -2.653 -0.341 1.748  -0.17
C 0.458 3.113 3.361  1.39
O 2.595 1.490 -2.577  -0.41
H 0.202 3.900 -2.823  0.53
C -3.999 -1.814 3.127  -0.87
H -5.716 2.800 -0.729  0.50
O 3.471 -0.446 -1.299  -0.04
C 4.313 0.284 0.882  -0.84
H 0.276 2.381 -3.714  0.34
C 2.383 -4.140 0.631  -1.27
H -4.777 -0.318 1.783  0.65
C 1.271 -0.883 -2.660  -0.43
H 4.215 -0.720 1.304  0.17
C 4.599 0.199 -0.602  0.88
H 5.143 0.788 1.378  0.54

Cartesian forces (eV/Å) of the 6 atoms listed first:
0.013 0.003 0.030
-0.011 -0.008 0.039
0.047 -0.047 -0.027
0.031 -0.027 -0.017
-0.022 0.005 -0.007
0.015 0.007 0.052

Values from the calculation:
HOMO-LUMO gap (alpha / beta): 0.28973 / 0.28925 Ha
LUMO (alpha / beta): -2.193 / -2.181 eV
Net charge: +1
Energy above the lowest of the compared OMol25 structures with the same formula, charge and spin: 0.00 kJ/mol
Spin multiplicity: 2
E_tot: -4535.84897 hartree
Largest force on an atom: 0.7 eV Å⁻¹

Entry 4:
Computed, not measured: a structure of composition C32H53FN3O3PPtSi, with wB97M-V/def2-TZVPD.

Last column: Mulliken charge in e.
Cartesian coordinates (Å):
C -3.707 1.404 -1.533  2.55
H -5.599 -0.035 0.250  0.36
H 0.278 6.366 1.780  0.30
Pt 0.117 0.755 0.254  0.98
H -2.950 1.143 3.124  0.46
H 1.811 6.289 0.914  0.28
C -2.059 -0.910 -2.716  2.39
H -3.187 -0.753 4.690  0.40
N 0.953 -1.258 3.265  -0.09
C 1.385 -0.552 4.317  0.06
H -0.939 -2.356 -1.531  0.28
N -1.765 0.032 0.047  -0.50
C -3.834 2.223 -0.238  -1.70
H -5.451 -1.512 1.203  0.64
H 0.314 5.479 -2.996  0.29
H -1.567 1.161 4.218  0.45
H -2.271 -3.472 4.043  0.38
C -1.810 -3.003 4.913  -1.32
C -1.854 6.152 -0.675  -0.87
H -3.914 -1.508 -3.743  0.25
N 0.556 -0.440 5.482  0.08
H -1.401 0.553 2.552  -0.04
C -0.242 -1.881 3.303  -0.60
C -1.555 -2.333 -2.432  -2.05
H -2.364 -3.054 -2.325  0.27
H -1.165 -4.879 5.798  0.47
C -2.435 -0.807 3.897  -1.42
C 2.680 -2.697 -2.012  0.58
H 3.381 -1.424 -3.578  0.40
C -0.801 -0.109 -3.091  -1.70
O 2.463 0.025 4.406  -0.77
C -5.085 1.258 -2.182  -2.08
H -0.256 -3.473 6.358  0.26
C 2.216 -2.817 -0.721  -0.78
H 0.702 7.646 0.627  0.27
H -5.739 -2.702 -0.902  0.55
C 2.110 -1.675 0.064  0.31
H 0.742 7.087 -2.380  0.27
H -2.860 -1.377 3.068  0.27
C -2.827 2.259 -2.457  -1.91
P -2.773 -0.204 -1.083  -0.51
H -4.230 -0.239 1.362  0.12
H -2.866 2.288 0.259  0.22
C -1.263 -1.649 4.445  3.20
H -4.167 3.235 -0.499  0.55
H 0.031 -4.127 4.736  0.25
H -2.533 -2.174 0.961  0.40
C -3.297 -2.576 0.299  -2.22
H -2.780 1.868 -3.473  0.20
H -0.249 -0.672 -3.853  0.60
H 1.737 -1.748 1.084  0.51
H -2.359 5.631 -1.493  0.19
Si -0.066 5.571 -0.547  -0.12
H 0.956 0.103 6.231  0.28
C 2.173 0.809 0.363  -1.50
C -0.737 -3.923 5.485  -1.30
C -5.017 -2.081 -1.445  -2.16
H -1.818 2.369 -2.057  0.23
C 2.912 -0.343 -1.762  -0.58
H 3.154 0.628 -2.182  0.31
H -5.052 0.686 -3.110  0.25
H -0.146 0.030 -2.228  0.11
H 2.482 0.694 1.405  0.41
C 0.759 6.570 0.821  -1.00
H -5.813 0.788 -1.520  0.30
H -1.023 0.873 -3.499  0.18
H -1.926 7.229 -0.855  0.34
H 1.929 -3.787 -0.333  0.45
C -0.694 -0.920 5.641  -0.14
H -3.262 0.043 -4.276  0.29
C 3.033 -1.478 -2.553  -0.62
C 0.026 3.816 -0.232  1.80
F 2.792 -3.820 -2.793  -0.41
H -3.269 3.261 -2.517  0.57
H -4.018 -3.154 0.889  0.58
H 2.651 1.690 -0.070  0.50
H -4.503 -2.732 -2.153  0.30
C -2.056 0.589 3.424  -0.96
C -2.993 -0.954 -3.929  -1.98
H -5.581 -1.339 -2.010  0.25
O -0.608 -2.643 2.408  -0.67
H -4.554 1.807 0.465  0.31
H -0.935 -2.658 -3.274  0.69
C 0.787 6.014 -2.169  -1.00
H -2.469 -1.453 -4.754  0.51
O -1.323 -0.761 6.682  -0.73
H 1.836 5.711 -2.137  0.30
C 0.087 2.611 0.002  -1.55
H -2.394 5.917 0.245  0.29
H -5.466 2.258 -2.425  0.52
H -2.582 -2.814 5.662  0.47
C -4.883 -0.752 0.655  -1.95
C 2.455 -0.411 -0.440  -0.01
C -4.055 -1.454 -0.431  2.74
H -2.801 -3.269 -0.376  0.26

Cartesian forces (eV/Å) of the 6 atoms listed first:
0.044 0.011 0.010
0.043 -0.041 0.041
0.008 -0.002 -0.014
-0.455 0.120 -0.411
0.020 -0.013 -0.021
-0.018 0.000 -0.001

Values from the calculation:
HOMO-LUMO gap: 0.22008 Ha
LUMO: 4.272 eV
Net charge: -2
Energy above the lowest of the compared OMol25 structures with the same formula, charge and spin: 33.95 kJ/mol
Spin multiplicity: 1
E_tot: -2491.26084 hartree
Largest force on an atom: 0.6 eV Å⁻¹